#P
{
  "formula": "C3H3BrOS",
  "method": "ωB97M-V/def2-TZVPD",
  "elements": ["Br", "S", "O", "C", "C", "C", "H", "H", "H"],
  "positions_angstrom": [[-2.032, -1.312, -0.140], [2.285, -0.328, -0.413], [2.593, -2.861, 0.595], [1.055, 0.169, 0.739], [2.463, -1.775, 0.206], [-0.019, 0.862, 0.274], [0.211, 1.240, -0.780], [1.166, -0.467, 1.654], [-0.869, 0.967, 0.885]],
  "nbo_charge": [-0.8174, 0.5547, -0.2998, -0.4827, 0.5239, -0.2239, 0.2208, 0.2435, 0.2809]
}


#Q
{
  "formula": "C3H3BrOS",
  "method": "ωB97M-V/def2-TZVPD",
  "elements": ["Br", "S", "O", "C", "C", "C", "H", "H", "H"],
  "positions_angstrom": [[0.411, -2.366, -1.759], [-2.161, -0.946, -0.410], [1.611, 0.486, -1.094], [0.163, 0.826, 0.926], [-0.544, -1.131, -0.722], [0.712, 0.287, -0.327], [-0.780, 1.209, 0.611], [-0.099, -0.053, 1.514], [0.687, 1.688, 1.260]],
  "nbo_charge": [0.1479, 0.0694, -0.4848, -0.7556, -0.4313, 0.6663, 0.2727, 0.2695, 0.2459]
}


Least stable = #P


#P
{
  "formula": "C33H32F6N2O7PSScTe",
  "method": "ωB97M-V/def2-TZVPD",
  "charge": -2,
  "elements": ["Te", "Sc", "S", "P", "F", "F", "F", "F", "F", "F", "O", "O", "O", "O", "O", "O", "O", "N", "N", "C", "C", "C", "C", "C", "C", "C", "C", "C", "C", "C", "C", "C", "C", "C", "C", "C", "C", "C", "C", "C", "C", "C", "C", "C", "C", "C", "C", "C", "C", "C", "C", "C", "H", "H", "H", "H", "H", "H", "H", "H", "H", "H", "H", "H", "H", "H", "H", "H", "H", "H", "H", "H", "H", "H", "H", "H", "H", "H", "H", "H", "H", "H", "H", "H"],
  "positions_angstrom": [[-4.427, 2.595, -1.641], [-1.140, 1.705, -0.667], [3.313, -1.190, -5.765], [-0.407, -0.773, 1.980], [-3.789, 2.269, -3.370], [-3.389, 4.030, -1.020], [-5.823, 1.425, -2.090], [-5.542, 2.985, -0.178], [-1.437, 2.690, -2.281], [-5.394, 3.937, -2.513], [3.395, -2.632, -5.971], [-1.481, 1.101, 3.584], [-1.398, 1.561, 1.317], [0.121, 3.538, -0.103], [3.127, -0.425, -6.993], [-3.392, 1.355, -0.844], [4.361, -0.661, -4.889], [2.018, 3.836, 1.098], [-1.479, -0.102, -2.323], [0.972, 0.139, -5.099], [1.555, 1.272, -1.639], [-0.456, -1.629, 3.561], [-3.606, -1.904, -0.262], [1.805, -0.937, -4.827], [-1.460, -1.781, 0.845], [-1.248, -2.755, 3.764], [-1.337, -3.331, 5.026], [3.730, -1.753, 0.239], [2.642, 4.707, 0.132], [2.814, 0.896, -2.160], [1.984, -2.034, 1.852], [-2.881, 0.914, 3.552], [2.991, -0.721, -0.393], [0.400, -1.529, -2.965], [-0.636, -2.788, 6.089], [-0.418, -0.436, -3.218], [3.247, -2.397, 1.337], [0.160, -1.665, 5.893], [-3.187, -3.044, -0.937], [-1.906, -3.545, -0.732], [0.258, -1.089, 4.638], [0.807, 3.306, 0.896], [-2.744, -1.278, 0.632], [2.774, 3.464, 2.273], [1.710, -0.337, 0.106], [-1.039, -2.908, 0.144], [1.503, -1.773, -3.763], [0.950, 0.673, -0.557], [-0.826, 0.880, 2.346], [-0.138, 0.394, -4.299], [1.238, -1.042, 1.266], [3.518, -0.098, -1.547], [3.814, -3.188, 1.813], [-4.579, -1.473, -0.460], [3.010, 4.341, 2.883], [-3.129, -0.156, 3.491], [-1.805, -3.178, 2.938], [4.690, -2.024, -0.188], [0.707, -1.235, 6.723], [3.193, 1.348, -3.069], [-3.046, -0.363, 1.125], [1.610, -2.564, 2.720], [0.192, -2.160, -2.110], [-3.322, 1.435, 2.698], [1.217, 0.779, -5.936], [1.990, 4.782, -0.736], [-1.572, -4.418, -1.281], [-1.959, -4.205, 5.174], [-2.212, 0.424, -2.788], [2.194, 2.760, 2.868], [3.605, 4.293, -0.173], [-0.026, -3.270, 0.269], [-0.764, 1.261, -4.472], [-1.890, -0.920, -1.885], [1.026, 2.057, -2.181], [4.451, -0.452, -1.968], [0.867, -0.210, 4.475], [2.158, -2.611, -3.558], [-3.289, 1.320, 4.479], [2.805, 5.701, 0.559], [0.492, 2.592, 1.666], [3.710, 2.980, 1.981], [-0.706, -3.239, 7.072], [-3.847, -3.525, -1.649]],
  "lowdin_charge": [1.7993, 0.9697, 0.4000, 1.0825, -0.3766, -0.3766, -0.3955, -0.3935, -0.4324, -0.3788, -0.3859, -0.2055, -0.3305, -0.0542, -0.3872, -0.6018, -0.3820, -0.1667, 0.0775, -0.0533, -0.1488, -0.2981, -0.0781, -0.2795, -0.2799, -0.0699, -0.0961, -0.0439, -0.0344, -0.0641, -0.1065, -0.1187, -0.1684, -0.0286, -0.1093, -0.3019, -0.0974, -0.0872, -0.0919, -0.0959, -0.0763, -0.2912, -0.0919, -0.0452, -0.1680, -0.0936, -0.0610, -0.1258, -0.5793, -0.0274, -0.2374, -0.0444, 0.0905, 0.1098, 0.0823, 0.0777, 0.1004, 0.1079, 0.0960, 0.1092, 0.0840, 0.0913, 0.0940, 0.0821, 0.1054, 0.0924, 0.1024, 0.0946, 0.0707, 0.0867, 0.0914, 0.1088, 0.1116, 0.0707, 0.0875, 0.1081, 0.1107, 0.1162, 0.0776, 0.0850, 0.1057, 0.0908, 0.0908, 0.0993]
}


#Q
{
  "formula": "C33H32F6N2O7PSScTe",
  "method": "ωB97M-V/def2-TZVPD",
  "charge": -2,
  "elements": ["Te", "Sc", "S", "P", "F", "F", "F", "F", "F", "F", "O", "O", "O", "O", "O", "O", "O", "N", "N", "C", "C", "C", "C", "C", "C", "C", "C", "C", "C", "C", "C", "C", "C", "C", "C", "C", "C", "C", "C", "C", "C", "C", "C", "C", "C", "C", "C", "C", "C", "C", "C", "C", "H", "H", "H", "H", "H", "H", "H", "H", "H", "H", "H", "H", "H", "H", "H", "H", "H", "H", "H", "H", "H", "H", "H", "H", "H", "H", "H", "H", "H", "H", "H", "H"],
  "positions_angstrom": [[-1.684, -3.627, -2.224], [-1.370, -1.726, 0.400], [-5.390, 5.289, 1.115], [1.903, 0.280, 0.119], [-1.493, -2.401, -3.836], [-2.307, -4.958, -0.921], [-2.552, -2.606, 1.646], [-1.109, 0.069, 1.002], [-3.205, -4.233, -3.196], [-0.141, -3.158, -0.275], [-2.477, -2.263, -1.318], [-0.246, -0.663, -1.634], [-6.834, 5.238, 1.327], [-5.002, 5.975, -0.114], [-4.647, 5.712, 2.297], [0.139, -2.188, 2.321], [0.042, 0.255, -3.632], [-3.891, -0.453, 0.256], [-0.925, -3.635, 3.717], [2.962, -1.169, -2.183], [4.196, 2.563, 2.729], [2.353, 2.421, -1.731], [0.438, -0.500, -2.614], [3.231, -0.444, -0.953], [0.138, 3.829, -0.827], [-4.251, 0.876, 0.459], [-1.345, 0.652, -3.563], [2.675, -2.714, -4.578], [5.328, -1.913, -2.164], [2.040, 3.656, -2.286], [0.436, 2.585, -0.291], [1.617, -1.941, -4.081], [-4.497, 1.373, 1.741], [1.557, 1.875, -0.728], [3.583, 0.513, 3.818], [-4.324, 1.761, -0.616], [3.516, 2.161, 1.588], [-1.582, -2.576, 4.461], [2.868, 0.927, 1.546], [4.041, -1.915, -2.754], [-4.820, 2.707, 1.931], [4.238, 1.736, 3.844], [-4.907, 3.582, 0.855], [-0.162, -3.328, 2.662], [2.893, 0.117, 2.681], [-4.649, 3.096, -0.417], [3.867, -2.684, -3.929], [5.565, -1.195, -1.040], [-1.490, -4.969, 3.801], [1.732, -1.198, -2.929], [0.939, 4.365, -1.828], [4.511, -0.478, -0.447], [-1.148, -1.625, 4.166], [0.183, -4.204, 2.092], [-1.446, -2.737, 5.533], [-2.248, -5.119, 3.028], [2.537, -3.309, -5.472], [-4.700, 3.784, -1.252], [2.346, -0.819, 2.665], [-1.526, 1.210, -4.476], [6.548, -1.176, -0.585], [-1.957, -5.090, 4.777], [-4.000, -0.827, -0.674], [2.661, 4.064, -3.075], [3.224, 1.879, -2.085], [-0.735, 4.365, -0.478], [-4.108, -1.123, 0.978], [3.592, -0.126, 4.693], [-4.998, 3.088, 2.929], [0.694, 5.328, -2.258], [-1.966, -0.241, -3.514], [-4.413, 0.704, 2.591], [4.728, 0.056, 0.466], [-1.516, 1.274, -2.689], [6.111, -2.496, -2.636], [0.663, -1.944, -4.591], [4.765, 2.054, 4.736], [-4.116, 1.394, -1.616], [-0.215, 2.141, 0.455], [3.481, 2.813, 0.724], [-2.645, -2.553, 4.214], [-0.711, -5.724, 3.697], [4.717, -3.248, -4.297], [4.689, 3.528, 2.750]],
  "lowdin_charge": [1.8687, 0.9030, 0.3907, 1.1651, -0.5652, -0.5701, -0.3995, -0.4354, -0.5074, -0.5304, -0.7172, -0.0036, -0.3901, -0.3961, -0.3904, -0.0669, -0.0178, 0.0712, -0.1878, -0.0670, -0.0934, -0.1035, -0.4894, -0.2641, -0.0643, -0.3184, -0.0106, -0.0631, -0.0585, -0.0992, -0.0747, -0.0133, -0.0348, -0.3732, -0.0915, -0.0377, -0.0832, -0.0432, -0.3694, -0.1610, -0.0695, -0.1078, -0.2858, -0.3434, -0.0894, -0.0722, -0.0477, -0.0845, -0.0525, -0.0384, -0.0959, -0.0891, 0.0923, 0.1465, 0.0828, 0.0968, 0.1029, 0.1010, 0.0893, 0.0929, 0.0984, 0.0813, 0.0692, 0.0924, 0.1005, 0.1123, 0.0733, 0.0958, 0.1080, 0.0959, 0.0777, 0.1042, 0.0875, 0.0921, 0.1030, 0.1065, 0.0915, 0.1006, 0.0981, 0.1019, 0.0905, 0.0834, 0.1046, 0.0954]
}


Least stable = #P


#P
{
  "formula": "C3H12NO3S",
  "method": "ωB97M-V/def2-TZVPD",
  "charge": -1,
  "elements": ["S", "O", "O", "O", "N", "C", "C", "C", "H", "H", "H", "H", "H", "H", "H", "H", "H", "H", "H", "H"],
  "positions_angstrom": [[-0.951, 3.402, -0.513], [-1.624, -2.752, -1.296], [-0.760, -1.821, 1.023], [1.603, -1.225, 0.481], [-0.194, 0.967, 1.345], [0.222, 1.778, -1.000], [1.497, -0.064, -0.155], [0.036, 0.586, -0.127], [-0.858, -0.029, -0.520], [-0.943, -2.735, 1.359], [-0.722, 0.219, 1.717], [0.610, 1.059, 1.824], [1.915, -0.147, -1.197], [0.325, -1.547, 0.817], [-0.177, 1.569, -2.002], [2.254, 0.655, 0.305], [1.234, 2.130, -1.155], [-0.789, -3.083, -1.388], [-1.492, -2.150, -0.407], [-1.187, 3.190, 0.888]],
  "nbo_charge": [-0.2729, -1.0226, -1.0957, -0.8802, -0.8585, -0.3652, -0.0145, -0.1556, 0.2271, 0.4658, 0.3853, 0.3455, 0.1049, 0.5048, 0.2029, 0.0995, 0.1970, 0.4479, 0.5060, 0.1786]
}


#Q
{
  "formula": "C3H12NO3S",
  "method": "ωB97M-V/def2-TZVPD",
  "charge": -1,
  "elements": ["S", "O", "O", "O", "N", "C", "C", "C", "H", "H", "H", "H", "H", "H", "H", "H", "H", "H", "H", "H"],
  "positions_angstrom": [[0.450, -1.658, -2.826], [-0.772, -2.473, 1.231], [-1.026, 2.838, -0.525], [0.333, -0.562, 2.385], [0.877, 0.763, 0.356], [0.358, 0.652, 1.818], [0.074, -0.151, -0.525], [0.577, -0.050, -2.001], [-0.348, -1.664, 1.755], [1.595, 0.345, -1.994], [-0.978, 0.117, -0.420], [-0.338, 2.154, -0.327], [-0.148, -3.193, 1.325], [-0.087, 0.686, -2.488], [-1.132, -1.652, -1.847], [0.242, -1.175, -0.203], [-0.662, 1.099, 1.669], [-1.761, 2.288, -0.211], [0.992, 1.393, 2.380], [1.754, 0.243, 0.449]],
  "nbo_charge": [-0.0846, -1.0535, -0.9693, -0.9038, -0.7149, 0.1407, -0.2770, -0.5522, 0.5005, 0.2175, 0.1800, 0.4950, 0.4402, 0.2089, 0.1588, 0.2372, 0.0699, 0.4513, 0.1072, 0.3481]
}


Least stable = #Q


#P
{
  "formula": "C5H12S",
  "method": "ωB97M-V/def2-TZVPD",
  "smiles": "CSC(C)(C)C",
  "elements": ["S", "C", "C", "C", "C", "C", "H", "H", "H", "H", "H", "H", "H", "H", "H", "H", "H", "H"],
  "positions_angstrom": [[-1.367, -1.051, -0.082], [0.273, -0.268, -0.086], [0.769, 0.894, -1.026], [1.310, -1.416, -0.247], [0.586, 0.378, 1.327], [-2.615, 0.259, -0.096], [1.230, -2.351, 0.419], [0.549, -0.422, 2.044], [0.648, 0.784, -2.095], [0.276, 1.783, -0.616], [-2.206, 1.189, -0.591], [2.259, -1.069, -0.090], [1.871, 0.884, -0.906], [1.306, -1.761, -1.293], [-0.149, 1.164, 1.528], [-2.866, 0.328, 0.959], [-3.464, -0.084, -0.643], [1.588, 0.757, 1.495]],
  "nbo_charge": [0.2104, -0.1590, -0.6187, -0.6167, -0.6301, -0.7528, 0.2177, 0.2115, 0.2135, 0.2075, 0.2272, 0.2032, 0.2144, 0.2124, 0.2024, 0.2206, 0.2291, 0.2070]
}


#Q
{
  "formula": "C5H12S",
  "method": "ωB97M-V/def2-TZVPD",
  "smiles": "C=CC.CSC",
  "elements": ["S", "C", "C", "C", "C", "C", "H", "H", "H", "H", "H", "H", "H", "H", "H", "H", "H", "H"],
  "positions_angstrom": [[2.853, -0.502, -0.917], [1.482, 0.461, -1.642], [-1.706, 0.424, 0.909], [-2.437, 0.928, -0.067], [2.108, -2.136, -0.733], [-1.257, 1.079, 2.187], [-2.793, 0.382, -0.942], [-1.238, 0.278, 2.916], [1.155, -2.118, -0.205], [1.485, 0.535, -2.729], [2.831, -2.643, -0.091], [2.012, -2.683, -1.673], [0.563, -0.034, -1.320], [-2.890, 1.917, -0.125], [-1.965, 1.820, 2.548], [1.503, 1.358, -1.025], [-0.280, 1.547, 2.080], [-1.426, -0.615, 0.829]],
  "nbo_charge": [0.1683, -0.7455, -0.1704, -0.4039, -0.7438, -0.6514, 0.1949, 0.2154, 0.2095, 0.2204, 0.2275, 0.2118, 0.2201, 0.1886, 0.2155, 0.2314, 0.2241, 0.1874]
}


Least stable = #Q


#P
{
  "formula": "C2H10NO3",
  "method": "ωB97M-V/def2-TZVPD",
  "charge": -1,
  "elements": ["O", "O", "O", "N", "C", "C", "H", "H", "H", "H", "H", "H", "H", "H", "H", "H"],
  "positions_angstrom": [[-0.868, -2.049, -0.855], [-0.509, 0.269, 0.186], [-2.556, 0.958, 1.680], [1.998, -0.736, -0.912], [1.944, 0.535, -0.222], [0.530, 1.115, -0.099], [2.647, -1.374, -0.480], [-2.445, 1.166, 2.600], [0.400, 1.540, -1.132], [-0.688, -1.190, -0.325], [2.468, 0.618, 0.744], [0.478, 2.142, 0.375], [-1.812, -1.937, -1.037], [-1.683, 0.637, 1.321], [1.107, -1.199, -1.001], [2.581, 1.170, -0.876]],
  "nbo_charge": [-1.0385, -0.9547, -1.0111, -0.8712, -0.2376, -0.0377, 0.3400, 0.4366, 0.0891, 0.5112, 0.1406, 0.1195, 0.4499, 0.5201, 0.3948, 0.1491]
}


#Q
{
  "formula": "C2H10NO3",
  "method": "ωB97M-V/def2-TZVPD",
  "charge": -1,
  "elements": ["O", "O", "O", "N", "C", "C", "H", "H", "H", "H", "H", "H", "H", "H", "H", "H"],
  "positions_angstrom": [[-0.151, 2.696, -1.955], [1.819, 0.545, -0.625], [-0.763, 0.478, -0.653], [-0.948, -1.210, 1.074], [-1.156, 0.189, 0.638], [0.413, -1.709, 1.046], [0.673, -2.139, 0.068], [2.015, 0.358, -1.534], [1.128, -0.955, 1.261], [-1.512, -1.694, 0.380], [0.533, -2.529, 1.776], [-0.606, 2.049, -1.358], [-2.257, 0.230, 0.681], [-0.742, 0.874, 1.400], [0.744, 2.493, -1.654], [0.811, 0.326, -0.545]],
  "nbo_charge": [-1.0189, -1.0429, -0.9566, -0.6741, 0.1073, -0.4195, 0.1675, 0.4453, 0.2083, 0.3372, 0.1577, 0.5117, 0.1065, 0.1043, 0.4629, 0.5034]
}


#R
{
  "formula": "C2H10NO3",
  "method": "ωB97M-V/def2-TZVPD",
  "charge": -1,
  "elements": ["O", "O", "O", "N", "C", "C", "H", "H", "H", "H", "H", "H", "H", "H", "H", "H"],
  "positions_angstrom": [[2.044, 1.405, 1.946], [-1.143, -6.038, 2.388], [0.733, 0.429, -0.195], [0.371, 1.485, -2.579], [-0.535, 1.052, -0.265], [-0.433, 2.054, -1.508], [-0.893, 1.573, 0.790], [0.015, 3.062, -1.286], [0.014, 0.610, -3.065], [2.294, 0.456, 2.036], [1.463, 1.296, 1.127], [0.961, 0.916, -1.969], [-1.570, 2.413, -1.740], [-1.539, 0.375, -0.592], [-0.539, -5.805, 3.076], [-1.244, -5.283, 1.838]],
  "nbo_charge": [-1.0162, -0.9426, -0.9696, -0.8923, -0.0480, -0.2396, 0.1124, 0.1657, 0.3257, 0.4498, 0.5148, 0.4037, 0.1313, 0.0624, 0.4678, 0.4748]
}


Least stable = #R


#P
{
  "formula": "C3H2ClNOS",
  "method": "ωB97M-V/def2-TZVPD",
  "elements": ["Cl", "S", "O", "N", "C", "C", "C", "H", "H"],
  "positions_angstrom": [[1.733, 2.469, 2.245], [-1.434, 1.207, 2.374], [-1.991, 2.536, 2.366], [-1.820, 0.238, 0.970], [-0.754, -0.149, 0.393], [0.277, 1.370, 1.695], [0.445, 0.607, 0.613], [-0.904, -0.925, -0.286], [1.390, 0.521, -0.031]],
  "nbo_charge": [-0.0239, 1.4334, -0.9027, -0.5836, 0.0943, -0.1529, -0.3299, 0.2076, 0.2577]
}


#Q
{
  "formula": "C3H2ClNOS",
  "method": "ωB97M-V/def2-TZVPD",
  "smiles": "Sc1ncc(Cl)o1",
  "elements": ["Cl", "S", "O", "N", "C", "C", "C", "H", "H"],
  "positions_angstrom": [[2.862, -1.023, -0.002], [-2.387, -1.086, -0.001], [0.244, -1.163, 0.003], [-0.512, 0.942, -0.003], [0.869, 0.951, 0.001], [-0.806, -0.314, -0.002], [1.316, -0.320, 0.002], [1.423, 1.893, 0.007], [-3.008, 0.120, -0.006]],
  "nbo_charge": [0.0670, 0.0506, -0.4182, -0.4748, -0.1219, 0.3457, 0.1591, 0.2300, 0.1624]
}


Least stable = #P


#P
{
  "formula": "C3H2N3O",
  "method": "ωB97M-V/def2-TZVPD",
  "charge": 1,
  "elements": ["O", "N", "N", "N", "C", "C", "C", "H", "H"],
  "positions_angstrom": [[0.204, 1.041, 0.353], [-4.006, 0.200, 0.102], [-3.215, -0.583, 0.149], [1.936, -0.252, -0.126], [0.820, -0.991, -0.458], [1.533, 0.985, 0.273], [-0.096, -0.122, -0.061], [0.700, -2.095, -0.825], [2.125, 1.817, 0.594]],
  "nbo_charge": [-0.3721, 0.0674, -0.0545, -0.2515, -0.1174, 0.4305, 0.6986, 0.3323, 0.2666]
}


#Q
{
  "formula": "C3H2N3O",
  "method": "ωB97M-V/def2-TZVPD",
  "charge": 1,
  "smiles": "N#[N+]/C=C\\N=C=O",
  "elements": ["O", "N", "N", "N", "C", "C", "C", "H", "H"],
  "positions_angstrom": [[-1.437, 2.486, 1.253], [0.123, -1.448, 0.794], [-0.249, -1.745, 1.792], [-0.275, 1.186, -0.305], [0.346, 0.194, -0.885], [-0.878, 1.792, 0.551], [0.547, -1.072, -0.373], [1.090, -1.811, -0.951], [0.733, 0.418, -1.876]],
  "nbo_charge": [-0.3450, 0.1266, 0.3000, -0.5524, 0.2359, 0.9402, -0.2683, 0.3001, 0.2629]
}


Least stable = #P